No. 1
ORCA calculation (ωB97M-V/def2-TZVPD) on C22H44B3N5O9 as an isolated structure.

Values from the calculation:
- Largest force on an atom: 0.0255 Eh/bohr
- Gap between HOMO and LUMO: 0.3426 Eh
- Spin multiplicity: 1
- E_tot: -1890.49399 a.u.

Last column: Löwdin charge in e.
Atoms and positions in Å:
1 B -5.322 -2.492 -0.139  -0.3144
2 O -4.928 -2.234 1.172  0.2118
3 B -4.371 -3.319 1.845  -0.3310
4 O -3.534 -4.163 1.161  0.2781
5 B -3.446 -3.685 -0.147  -0.4845
6 C -2.085 -3.248 -0.819  -0.0371
7 O -1.205 -4.369 -1.009  -0.0599
8 C 0.133 -4.030 -0.884  -0.2913
9 C 0.705 -3.089 -1.730  -0.0104
10 C 2.046 -2.750 -1.562  -0.0964
11 C 2.777 -3.359 -0.552  -0.1032
12 C 2.214 -4.325 0.272  -0.0624
13 C 0.872 -4.664 0.099  0.0029
14 O -4.666 -3.531 -0.795  0.2547
15 H -6.148 -1.886 -0.701  0.0965
16 H -4.638 -3.476 2.990  0.1152
17 H -1.612 -2.532 -0.141  0.1434
18 H -2.281 -2.726 -1.757  0.1257
19 H 0.095 -2.642 -2.499  0.1194
20 H 2.455 -1.997 -2.218  0.1074
21 H 3.808 -3.065 -0.413  0.1034
22 H 2.783 -4.797 1.058  0.0664
23 H 0.397 -5.409 0.718  0.1158
24 C -7.374 -0.135 -4.671  -0.0102
25 C -6.790 -1.091 -3.657  -0.5377
26 O -6.411 -0.720 -2.557  0.0225
27 N -6.692 -2.400 -4.008  0.0153
28 C -7.084 -3.028 -5.255  -0.0757
29 H -7.380 0.861 -4.239  0.0817
30 H -6.770 -0.121 -5.579  0.0839
31 H -8.397 -0.416 -4.921  0.0834
32 H -6.289 -2.981 -3.288  0.1358
33 H -7.832 -3.799 -5.063  0.0826
34 H -6.216 -3.500 -5.721  0.0833
35 H -7.499 -2.300 -5.944  0.0700
36 C 5.175 -6.381 4.571  -0.0097
37 C 4.299 -6.358 3.342  -0.5412
38 O 4.262 -5.393 2.594  0.0240
39 N 3.544 -7.458 3.088  0.0101
40 C 3.458 -8.687 3.855  -0.0745
41 H 5.709 -5.438 4.631  0.0823
42 H 4.572 -6.501 5.471  0.0848
43 H 5.902 -7.192 4.511  0.0847
44 H 2.985 -7.379 2.254  0.1386
45 H 3.754 -9.533 3.233  0.0836
46 H 2.430 -8.845 4.186  0.0837
47 H 4.104 -8.648 4.725  0.0707
48 C 1.197 2.188 1.431  -0.0274
49 C 1.203 1.089 0.396  -0.5471
50 O 0.567 1.174 -0.645  0.0207
51 N 1.948 -0.016 0.659  0.0177
52 C 2.761 -0.298 1.825  -0.0739
53 H 0.565 2.994 1.076  0.0740
54 H 0.796 1.816 2.377  0.0876
55 H 2.202 2.581 1.582  0.0757
56 H 1.907 -0.711 -0.070  0.0995
57 H 3.798 -0.457 1.524  0.0824
58 H 2.406 -1.207 2.313  0.0819
59 H 2.723 0.523 2.534  0.0706
60 C 0.865 5.445 2.835  -0.0037
61 C 2.003 5.880 1.938  -0.5462
62 O 2.716 5.070 1.352  0.0112
63 N 2.214 7.204 1.789  0.0073
64 C 1.479 8.306 2.374  -0.0717
65 H 0.820 4.362 2.847  0.0507
66 H 1.026 5.800 3.853  0.0866
67 H -0.084 5.828 2.458  0.0888
68 H 2.982 7.432 1.174  0.1132
69 H 1.061 8.925 1.579  0.0767
70 H 2.153 8.924 2.969  0.0861
71 H 0.675 7.947 3.009  0.0701
72 C 1.844 9.374 -2.675  -0.0084
73 C 2.188 8.411 -1.564  -0.5337
74 O 2.732 8.781 -0.531  0.0132
75 N 1.875 7.105 -1.738  0.0236
76 C 1.235 6.476 -2.879  -0.0663
77 H 2.158 10.369 -2.378  0.0814
78 H 2.363 9.101 -3.594  0.0851
79 H 0.768 9.384 -2.856  0.0845
80 H 2.136 6.516 -0.959  0.1244
81 H 0.310 5.993 -2.563  0.0864
82 H 1.894 5.715 -3.298  0.0867
83 H 1.006 7.207 -3.648  0.0701

=====

No. 2
ORCA calculation (ωB97M-V/def2-TZVPD) on one molecule with the formula C5H6N2.

Values from the calculation:
- Largest force on an atom: 0.0525 Eh/bohr
- Gap between HOMO and LUMO: 0.3624 Eh
- Spin multiplicity: 1
- E_tot: -303.52862 a.u.

Last column: Löwdin charge in e.
Atoms and positions in Å:
1 C 0.066 -1.561 0.161  -0.0647
2 C -0.554 -0.554 1.284  -0.0825
3 C -0.246 0.507 0.296  -0.2958
4 C 0.705 0.618 -1.717  -0.0849
5 C 0.174 -0.252 -0.718  -0.1738
6 H -0.637 -2.449 -0.081  0.1119
7 H 0.993 -2.057 0.536  0.0963
8 H -1.545 -0.580 1.593  0.0736
9 H 0.068 -0.386 2.172  0.1073
10 H -0.385 2.665 0.548  0.1914
11 H 1.018 0.364 -2.756  0.1084
12 N -0.036 1.819 -0.013  0.0180
13 N 0.379 1.867 -1.305  -0.0051

=====

No. 3
ORCA calculation (ωB97M-V/def2-TZVPD) on a 2-piece molecular cluster, C4H11NO2 overall.

Values from the calculation:
- Largest force on an atom: 0.0263 Eh/bohr
- Gap between HOMO and LUMO: 0.3642 Eh
- Spin multiplicity: 1
- E_tot: -364.24248 a.u.

Last column: Löwdin charge in e.
Atoms and positions in Å:
1 C 0.293 1.208 -1.398  0.0029
2 C 0.199 1.144 0.132  -0.5124
3 N -0.662 0.239 0.674  -0.1635
4 C -0.832 0.235 2.117  -0.0395
5 C -1.533 -0.629 -0.078  -0.0615
6 O 0.891 1.860 0.827  0.0374
7 H 0.687 0.276 -1.791  0.0748
8 H 0.965 2.007 -1.544  0.0619
9 H -0.638 1.570 -1.829  0.0880
10 H -0.993 -0.781 2.460  0.0832
11 H 0.061 0.665 2.559  0.0840
12 H -1.712 0.800 2.393  0.0882
13 H -1.345 -1.681 0.166  0.0928
14 H -1.277 -0.589 -1.132  0.0725
15 H -2.593 -0.424 0.065  0.0912
16 H 3.050 -2.623 -0.863  0.0382
17 H 2.797 -1.193 -1.203  0.0301
18 O 2.642 -2.082 -1.553  -0.0682

=====

No. 4
ORCA calculation (ωB97M-V/def2-TZVPD) on C23H17IN4O5SZn as an isolated structure.

Values from the calculation:
- Total charge: -2
- Largest force on an atom: 0.0074 Eh/bohr
- Gap between HOMO and LUMO: 0.2210 Eh
- Spin multiplicity: 1
- E_tot: -3957.21026 a.u.

Last column: Löwdin charge in e.
Atoms and positions in Å:
1 Zn 0.288 0.235 -1.463  0.6985
2 O 1.969 -0.935 -1.222  -0.2145
3 N 2.729 -0.454 -0.253  -0.2066
4 C 3.136 0.830 -0.378  -0.0391
5 C 3.952 1.428 0.542  -0.0787
6 C 4.348 0.685 1.654  -0.1072
7 C 3.903 -0.606 1.788  -0.1321
8 C 3.070 -1.228 0.829  -0.7195
9 S 2.552 -2.843 1.021  0.5303
10 H 2.737 1.334 -1.252  0.1059
11 H 4.256 2.455 0.400  0.0956
12 H 4.995 1.123 2.406  0.0915
13 H 4.170 -1.205 2.645  0.0810
14 O -1.668 1.437 -4.635  0.0139
15 C -0.891 1.161 -3.734  -0.5896
16 O -0.984 0.133 -2.955  -0.1163
17 C 0.337 2.124 -3.449  -0.5773
18 O 0.573 3.049 -4.210  0.0172
19 O 1.012 1.840 -2.381  -0.1390
20 I 3.229 -4.633 -5.591  0.7396
21 C 2.096 -4.182 -3.912  -0.7863
22 C 2.550 -4.097 -2.617  -0.1837
23 N 1.463 -3.844 -1.870  -0.0448
24 N 0.348 -3.709 -2.593  0.0460
25 C 0.712 -3.928 -3.847  -0.2292
26 H 3.530 -4.198 -2.183  0.1085
27 H 1.488 -3.565 -0.879  0.0065
28 H -0.002 -3.882 -4.654  0.0929
29 N -0.123 0.424 0.424  0.0760
30 C -1.174 0.740 1.030  -0.3565
31 C -1.172 0.762 2.551  -0.1692
32 C -1.924 1.675 3.290  -0.0533
33 C -1.852 1.698 4.678  -0.1144
34 C -1.036 0.795 5.348  -0.1293
35 C -0.282 -0.118 4.618  -0.0974
36 C -0.344 -0.128 3.232  -0.0296
37 C -2.488 1.100 0.366  -0.1769
38 C -2.492 1.917 -0.759  -0.0329
39 C -3.673 2.194 -1.434  -0.0712
40 C -4.873 1.667 -0.977  -0.1113
41 C -4.885 0.854 0.152  -0.1076
42 C -3.699 0.575 0.818  -0.0548
43 H -2.563 2.379 2.769  0.1087
44 H -2.433 2.422 5.238  0.0861
45 H -0.988 0.804 6.432  0.0832
46 H 0.359 -0.825 5.134  0.0929
47 H 0.257 -0.813 2.641  0.0979
48 H -1.553 2.325 -1.114  0.1061
49 H -3.644 2.792 -2.336  0.1056
50 H -5.796 1.877 -1.505  0.0876
51 H -5.817 0.429 0.507  0.0865
52 H -3.702 -0.073 1.688  0.1103

=====

No. 5
ORCA calculation (ωB97M-V/def2-TZVPD) on a 11-piece molecular cluster, C26H79N17O11 overall.

Values from the calculation:
- Largest force on an atom: 0.1448 Eh/bohr
- Gap between HOMO and LUMO: 0.3146 Eh
- Spin multiplicity: 1
- E_tot: -2796.51067 a.u.

Last column: Löwdin charge in e.
Atoms and positions in Å:
1 C -19.418 -14.880 4.275  -0.7363
2 O -20.213 -14.554 3.412  0.0116
3 N -18.522 -15.863 4.102  0.1651
4 N -19.257 -14.373 5.508  0.1814
5 H -17.814 -16.116 4.776  0.0405
6 H -18.539 -16.163 3.138  0.1145
7 H -19.700 -13.493 5.730  0.0936
8 H -18.566 -14.805 6.105  0.0672
9 C -16.771 -14.890 11.124  -0.7480
10 O -15.900 -14.874 10.291  0.0484
11 N -17.993 -15.193 10.800  0.1641
12 N -16.624 -14.612 12.432  0.1740
13 H -18.346 -14.986 9.877  0.0626
14 H -18.677 -15.501 11.477  0.1126
15 H -17.463 -14.623 12.995  0.1009
16 H -15.741 -14.322 12.827  0.1141
17 C -17.098 -8.950 7.172  -0.8121
18 O -17.147 -7.817 7.653  -0.0035
19 N -16.002 -9.572 7.091  0.2031
20 N -18.148 -9.618 6.712  0.1727
21 H -16.020 -10.420 6.543  0.0801
22 H -15.175 -9.237 7.565  0.1320
23 H -18.100 -10.246 5.923  0.0367
24 H -19.022 -9.112 6.677  0.1116
25 C -12.388 -10.686 5.327  -0.7981
26 O -13.457 -11.271 5.139  0.0194
27 N -11.526 -11.108 6.193  0.1408
28 N -11.956 -9.674 4.728  0.1948
29 H -11.830 -11.793 6.870  0.0606
30 H -10.762 -10.500 6.449  0.1259
31 H -12.565 -9.264 4.034  0.1366
32 H -11.093 -9.288 5.085  0.1258
33 C -15.652 -13.605 6.716  -0.7956
34 O -14.524 -14.003 6.952  0.0094
35 N -15.987 -12.618 6.019  0.2078
36 N -16.611 -14.036 7.432  0.1760
37 H -16.882 -12.363 5.626  0.0653
38 H -15.195 -12.081 5.696  0.0744
39 H -16.383 -14.767 8.091  0.0847
40 H -17.438 -13.474 7.576  0.0598
41 C -18.083 -11.347 3.382  -0.6846
42 O -18.013 -11.431 4.614  -0.0250
43 N -18.563 -12.287 2.645  0.2002
44 N -17.689 -10.389 2.569  0.1757
45 H -19.037 -12.962 3.229  0.0733
46 H -18.802 -12.041 1.696  0.1277
47 H -17.890 -10.470 1.582  0.1155
48 H -17.048 -9.705 2.945  0.1249
49 C -16.248 -18.651 7.752  -0.0368
50 C -17.306 -18.197 6.660  -0.3706
51 C -18.548 -17.579 7.315  -0.1792
52 O -19.310 -18.626 7.997  -0.1927
53 C -20.309 -18.134 8.894  -0.1033
54 N -16.621 -17.159 5.940  0.0280
55 H -15.341 -18.945 7.224  0.0684
56 H -16.571 -19.403 8.472  0.0709
57 H -15.989 -17.856 8.451  0.0732
58 H -17.634 -19.034 6.044  0.1474
59 H -19.234 -17.129 6.596  0.1064
60 H -18.402 -16.752 8.011  0.0978
61 H -21.202 -17.768 8.387  0.0857
62 H -19.842 -17.391 9.542  0.0645
63 H -20.640 -18.953 9.532  0.0849
64 H -15.850 -17.653 5.513  0.0825
65 H -16.124 -16.547 6.571  0.0605
66 C -15.553 -11.433 10.422  -0.0417
67 C -16.641 -10.667 11.201  -0.3944
68 C -16.135 -9.758 12.341  -0.1684
69 O -15.613 -10.292 13.560  -0.1998
70 C -16.407 -11.141 14.329  -0.1087
71 N -17.528 -10.010 10.254  0.0699
72 H -15.932 -12.065 9.619  0.0634
73 H -14.929 -12.070 11.048  0.0704
74 H -14.925 -10.801 9.794  0.0569
75 H -17.273 -11.440 11.637  0.1170
76 H -16.977 -9.117 12.603  0.1105
77 H -15.422 -9.011 11.993  0.1276
78 H -16.690 -11.964 13.673  0.0535
79 H -17.340 -10.600 14.486  0.0875
80 H -15.920 -11.535 15.221  0.0950
81 H -18.423 -9.743 10.638  0.0467
82 H -17.193 -9.284 9.637  0.0592
83 C -9.609 -13.733 6.571  -0.0804
84 C -10.057 -14.177 5.183  -0.3961
85 C -11.473 -14.772 5.311  -0.2018
86 O -11.458 -16.011 5.971  -0.1905
87 C -12.768 -16.519 6.348  -0.0881
88 N -10.005 -12.946 4.440  0.0185
89 H -8.649 -13.217 6.582  0.0776
90 H -9.704 -14.558 7.277  0.0637
91 H -10.244 -12.971 7.022  0.0425
92 H -9.411 -14.894 4.676  0.1364
93 H -11.865 -14.968 4.313  0.1288
94 H -12.065 -14.070 5.897  0.1062
95 H -12.668 -17.557 6.665  0.0818
96 H -13.498 -16.375 5.552  0.0743
97 H -13.186 -15.982 7.199  0.0589
98 H -9.241 -12.292 4.537  0.0659
99 H -10.647 -12.313 4.895  0.0124
100 C -11.260 -14.190 9.711  -0.0290
101 C -12.399 -13.079 9.917  -0.3295
102 C -11.946 -12.005 10.960  -0.2175
103 O -12.208 -12.405 12.272  -0.1744
104 C -12.099 -11.448 13.259  -0.1295
105 N -12.742 -12.447 8.613  0.0523
106 H -11.515 -14.784 8.833  0.0535
107 H -11.197 -14.952 10.487  0.0692
108 H -10.229 -13.838 9.699  0.0672
109 H -13.343 -13.457 10.307  0.1079
110 H -12.301 -11.019 10.661  0.1139
111 H -10.864 -11.930 10.855  0.1137
112 H -12.293 -11.870 14.245  0.0905
113 H -12.784 -10.628 13.044  0.0785
114 H -11.117 -10.983 13.337  0.0829
115 H -13.207 -13.158 8.068  0.0326
116 H -13.434 -11.733 8.789  0.0438
117 C -20.707 -14.215 8.915  -0.0415
118 C -20.121 -12.825 8.588  -0.4364
119 C -20.638 -11.670 9.399  -0.1832
120 O -20.558 -11.990 10.811  -0.1713
121 C -20.838 -10.875 11.575  -0.1313
122 N -18.755 -12.889 8.958  0.0478
123 H -20.467 -15.043 8.248  0.0589
124 H -21.787 -14.067 8.881  0.0849
125 H -20.463 -14.563 9.919  0.0636
126 H -20.386 -12.643 7.546  0.1288
127 H -21.688 -11.665 9.104  0.1292
128 H -20.077 -10.798 9.064  0.1215
129 H -21.127 -11.138 12.593  0.0983
130 H -21.746 -10.416 11.184  0.0840
131 H -20.160 -10.031 11.448  0.0733
132 H -18.861 -13.013 9.954  0.0640
133 H -18.462 -11.930 8.839  0.0594

=====

No. 6
ORCA calculation (ωB97M-V/def2-TZVPD) on one molecule with the formula C3H5NOS.

Values from the calculation:
- Largest force on an atom: 0.0325 Eh/bohr
- Gap between HOMO and LUMO: 0.3588 Eh
- Spin multiplicity: 1
- E_tot: -645.38700 a.u.

Last column: Löwdin charge in e.
Atoms and positions in Å:
1 C 0.859 0.788 -0.277  -0.4859
2 C -1.707 0.279 0.412  -0.5477
3 C -2.964 -0.010 0.080  -0.0682
4 H 1.731 -1.126 0.226  0.0011
5 H 0.503 1.776 -0.600  0.0899
6 H -1.561 0.960 1.252  0.0796
7 H -3.786 0.593 0.472  0.0620
8 H -3.220 -0.710 -0.730  0.0635
9 N 2.108 0.651 -0.097  -0.0664
10 O 2.486 -0.561 0.415  -0.0696
11 S -0.340 -0.494 -0.284  0.9418

=====

Question: Which formula does entry 6 have?
Answer: C3H5NOS

=====

Question: Among the records above, which one has the highest gap between HOMO and LUMO?
Answer: C4H11NO2

=====

Question: Among the records above, which one has the highest largest force on an atom?
Answer: C26H79N17O11